Density functional theory data (ωB97M-V/def2-TZVPD) for a structure of composition C15H17N2NaO5S7 in a non-equilibrium geometry.

Element x y z (Å)
S  1.087  -3.671  -3.954
S  0.487  -5.854  -2.149
S  1.400  -1.638  -1.806
S  1.307  1.937  -0.036
S  4.096  -0.386  2.152
S  0.601  -0.064  2.903
S  0.569  -4.186  0.320
Na  -0.769  -1.691  0.235
O  0.605  -6.124  -4.764
O  -5.498  2.300  -2.258
O  -5.771  1.329  -0.272
O  -2.287  -0.820  1.400
O  -4.352  0.015  1.324
N  -2.871  1.369  -2.458
N  -1.670  0.197  -1.051
C  2.032  0.276  4.007
C  -0.514  0.881  -3.135
C  0.854  2.512  1.643
C  -3.204  -0.196  0.845
C  3.333  0.737  3.372
C  -2.902  0.376  -0.503
C  -3.683  1.121  -1.372
C  -1.667  0.794  -2.216
C  0.773  -4.269  -1.369
C  3.009  -0.204  0.707
C  0.699  -5.372  -3.818
C  -5.059  1.627  -1.332
C  2.972  1.214  0.164
C  -0.024  1.580  2.460
C  1.071  -3.256  -2.216
H  1.706  1.014  4.746
H  -0.309  2.086  3.387
H  3.410  -0.891  -0.034
H  -0.837  1.072  -4.156
H  1.771  2.782  2.165
H  2.184  -0.685  4.500
H  -3.187  1.876  -3.269
H  0.159  1.674  -2.810
H  0.282  3.427  1.466
H  -5.206  0.746  0.439
H  3.359  1.233  -0.854
H  -0.918  1.325  1.891
H  4.092  0.829  4.152
H  3.226  1.702  2.883
H  2.025  -0.581  0.976
H  3.562  1.905  0.771
H  0.059  -0.047  -3.078

Calculated values
E: -109318.0822 eV
E_LUMO: 3.67 eV
Net charge: -2
Molecular weight: 552.77 g mol⁻¹
HOMO level: -0.38 eV

Atom charges from the Löwdin analysis, given in e for atoms 1 to 4:
1 S 0.880
2 S 0.875
3 S 0.496
4 S 0.862

Density functional theory data (ωB97M-V/def2-TZVPD) for a cluster of 12 separate species, C11H44N23O14 in total in a non-equilibrium geometry.

Element x y z (Å)
O  -18.267  -23.202  30.866
O  -12.751  -23.266  31.652
O  -15.849  -19.293  30.670
O  -17.824  -17.551  36.666
O  -17.027  -27.796  30.856
O  -18.588  -21.736  34.357
O  -16.140  -25.949  38.460
O  -18.978  -21.608  37.754
O  -18.480  -23.784  34.016
O  -14.955  -27.122  35.543
O  -21.982  -26.266  36.550
O  -13.324  -23.725  35.244
O  -16.660  -22.696  34.623
O  -21.364  -24.178  30.057
N  -15.120  -26.453  33.483
N  -21.081  -22.083  38.486
N  -13.406  -21.575  35.114
N  -16.028  -19.862  32.825
N  -18.677  -21.754  29.377
N  -21.852  -25.811  31.341
N  -17.579  -24.423  37.739
N  -17.878  -22.717  34.243
N  -14.837  -23.349  32.239
N  -17.998  -19.533  36.013
N  -11.610  -22.579  34.429
N  -16.947  -25.655  31.239
N  -15.760  -24.449  36.883
N  -21.160  -27.428  34.856
N  -14.192  -22.241  30.465
N  -16.812  -26.196  34.781
N  -14.077  -19.298  32.063
N  -18.855  -26.613  30.830
N  -20.536  -25.408  35.067
N  -19.172  -17.937  34.978
N  -18.955  -21.162  31.517
N  -20.834  -24.215  32.207
N  -20.578  -22.421  36.480
C  -12.859  -22.699  34.942
C  -18.554  -22.077  30.612
C  -18.368  -18.290  35.957
C  -16.437  -24.949  37.852
C  -17.576  -26.763  30.954
C  -15.345  -19.431  31.757
C  -13.878  -22.996  31.489
C  -15.609  -26.608  34.650
C  -21.217  -26.370  35.614
C  -21.393  -24.678  31.146
C  -20.079  -22.061  37.591
H  -15.983  -25.499  31.499
H  -20.252  -27.869  34.818
H  -13.451  -19.521  32.824
H  -19.089  -21.561  32.435
H  -13.389  -22.142  29.860
H  -17.225  -19.957  36.506
H  -18.103  -22.318  28.765
H  -16.166  -23.697  36.345
H  -21.538  -22.129  36.367
H  -19.061  -20.844  29.166
H  -17.296  -26.153  35.666
H  -18.531  -20.262  35.560
H  -22.456  -26.179  30.621
H  -14.803  -23.945  33.054
H  -17.184  -25.586  34.066
H  -18.367  -24.957  38.077
H  -17.589  -24.939  31.547
H  -13.631  -19.047  31.192
H  -12.952  -20.674  35.076
H  -20.505  -24.545  35.592
H  -21.956  -28.042  34.945
H  -20.066  -22.262  35.624
H  -14.178  -26.812  33.412
H  -14.941  -21.590  30.280
H  -17.706  -23.449  37.506
H  -15.781  -26.301  32.735
H  -14.902  -24.806  36.485
H  -19.666  -18.749  34.635
H  -11.073  -23.411  34.233
H  -19.735  -25.419  34.452
H  -14.365  -21.626  35.429
H  -19.590  -20.494  31.103
H  -20.838  -21.870  39.443
H  -19.482  -16.980  34.890
H  -11.547  -21.752  33.851
H  -21.956  -22.548  38.287
H  -20.828  -24.761  33.056
H  -19.225  -25.699  31.049
H  -19.452  -27.402  30.631
H  -22.119  -26.222  32.224
H  -15.769  -23.197  31.879
H  -15.658  -20.013  33.753
H  -20.024  -23.619  32.108
H  -16.906  -20.227  32.485

Calculated values
E: -75060.0110 eV
E_LUMO (alpha / beta): 4.24 / 4.20 eV
Net charge: -2
Spin multiplicity: 2
Molecular weight: 722.62 g mol⁻¹
HOMO level (alpha / beta): 1.60 / -2.31 eV

Atom charges from the Löwdin analysis, given in e for atoms 1 to 4:
1 O 0.032
2 O 0.046
3 O 0.012
4 O 0.041

Density functional theory data (ωB97M-V/def2-TZVPD) for a cluster of 2 separate species, C2H9N2S in total in a non-equilibrium geometry.

Element x y z (Å)
S  1.219  0.523  1.005
N  -0.480  0.689  -2.050
N  -1.985  -0.127  -0.106
C  1.558  -1.234  1.576
C  -1.409  -0.297  -1.501
H  -2.597  0.688  -0.223
H  1.214  -1.217  2.605
H  0.784  -1.849  1.089
H  0.252  0.748  -1.327
H  -0.829  1.647  -2.037
H  -2.223  -0.495  -2.190
H  -0.761  -1.163  -1.322
H  -1.183  0.333  0.358
H  2.576  -1.452  1.296

Calculated values
E: -16035.8062 eV
E_LUMO: 4.20 eV
Net charge: -1
Molecular weight: 93.17 g mol⁻¹
HOMO level: -2.57 eV

Atom charges from the Löwdin analysis, given in e for atoms 1 to 4:
1 S 0.077
2 N -0.046
3 N -0.046
4 C -0.628

Density functional theory data (ωB97M-V/def2-TZVPD) for the molecule C6H4F4 in a non-equilibrium geometry.

Element x y z (Å)
F  -1.780  1.690  -0.124
F  -1.272  0.291  -1.699
F  -1.733  -0.442  1.740
F  -2.562  -1.400  -0.059
C  -1.094  0.537  -0.376
C  -1.553  -0.665  0.425
C  0.931  1.673  0.636
C  0.386  0.620  -0.010
C  0.950  -0.632  -0.189
C  1.610  -1.655  -0.596
H  0.367  2.577  0.769
H  1.495  -2.637  -0.166
H  1.922  1.628  1.048
H  2.333  -1.584  -1.399

Calculated values
E: -17151.8623 eV
E_LUMO (alpha / beta): -0.62 / -0.30 eV
Molecular weight: 152.09 g mol⁻¹
HOMO level (alpha / beta): -9.17 / -8.19 eV

Atom charges from the Löwdin analysis, given in e for atoms 1 to 4:
1 F 0.107
2 F 0.120
3 F 0.120
4 F 0.125

Among the records above, which one has the lowest molecular weight?
C2H9N2S

The lowest E belongs to which entry?
C15H17N2NaO5S7

Look up the E of the first one.
-109318.0822 eV

Look up the E of the third one.
-16035.8062 eV